No. 1
{"formula": "C37H78BN2O23S10", "method": "the ωB97M-V functional and the def2-TZVPD basis", "total_energy_ha": -7303.35473, "homo_ev": -5.449, "gap_ev": 6.91, "charge": -1, "species": ["C", "C", "O", "C", "C", "O", "C", "S", "O", "O", "N", "S", "O", "O", "B", "N", "O", "H", "H", "H", "H", "H", "H", "H", "H", "H", "H", "H", "H", "H", "H", "C", "C", "C", "S", "O", "O", "C", "H", "H", "H", "H", "H", "H", "H", "H", "C", "C", "C", "S", "O", "O", "C", "H", "H", "H", "H", "H", "H", "H", "H", "C", "C", "C", "S", "O", "O", "C", "H", "H", "H", "H", "H", "H", "H", "H", "C", "C", "C", "S", "O", "O", "C", "H", "H", "H", "H", "H", "H", "H", "H", "C", "C", "C", "S", "O", "O", "C", "H", "H", "H", "H", "H", "H", "H", "H", "C", "C", "C", "S", "O", "O", "C", "H", "H", "H", "H", "H", "H", "H", "H", "C", "C", "C", "S", "O", "O", "C", "H", "H", "H", "H", "H", "H", "H", "H", "C", "C", "C", "S", "O", "O", "C", "H", "H", "H", "H", "H", "H", "H", "H"], "positions_angstrom": [[-2.49038, 2.50388, -1.10208], [-2.19906, 1.97601, 0.31623], [-1.60657, 0.69442, 0.28242], [-1.68867, 0.03584, 1.54427], [-0.58462, 0.60051, 2.44174], [-0.63064, 0.17902, 3.81084], [-1.77834, 0.55142, 4.50798], [-2.01299, 2.34186, 4.77864], [-2.47063, 2.91224, 3.53118], [-3.07730, 2.40409, 5.75644], [-0.72663, 3.06866, 5.46396], [0.53075, 3.39608, 4.49368], [0.22374, 4.11586, 3.25949], [1.42533, 2.26901, 4.26810], [1.56847, 4.59610, 5.52076], [1.14050, 5.07737, 6.80995], [2.71171, 4.95653, 4.91542], [-3.55139, 2.57779, -1.27717], [-2.11163, 3.52935, -1.15628], [-1.97226, 1.95077, -1.88289], [-1.54007, 2.70648, 0.78883], [-3.12604, 2.01458, 0.89397], [-1.54592, -1.03607, 1.41608], [-2.70105, 0.20595, 1.92075], [-0.51504, 1.68385, 2.39565], [0.35795, 0.21808, 2.05180], [-1.69052, 0.11968, 5.49355], [-2.70221, 0.17832, 4.08855], [0.13871, 5.23466, 6.79719], [1.37219, 4.44621, 7.56691], [2.71321, 4.57693, 4.01910], [-3.65268, 0.62440, -6.39699], [-5.13101, 0.25748, -6.21885], [-5.32637, -0.17999, -4.75989], [-4.07224, 0.68799, -3.80832], [-3.15155, -0.27847, -3.26945], [-4.71184, 1.68299, -2.98750], [-3.29651, 1.49657, -5.19951], [-3.47380, 1.14430, -7.33578], [-3.04326, -0.28211, -6.39232], [-5.75014, 1.13618, -6.42389], [-5.43497, -0.52434, -6.90763], [-6.31000, 0.08843, -4.38205], [-5.16054, -1.24866, -4.63417], [-2.22737, 1.57556, -5.02327], [-3.73859, 2.49043, -5.28834], [-2.44740, -4.63245, 6.49825], [-3.97089, -4.75060, 6.64475], [-4.58906, -3.48139, 6.04480], [-3.43702, -2.91259, 4.78743], [-2.89446, -1.64269, 5.20223], [-4.02057, -3.09801, 3.48355], [-2.20130, -4.17334, 5.06691], [-1.94519, -5.57570, 6.70243], [-2.06629, -3.88638, 7.20021], [-4.32220, -5.62715, 6.09483], [-4.26835, -4.87715, 7.68609], [-5.55331, -3.67458, 5.58114], [-4.68723, -2.69183, 6.78765], [-1.21006, -3.75363, 4.91129], [-2.38311, -4.97968, 4.35665], [0.39870, 4.82045, -6.28775], [0.92173, 4.84528, -7.72958], [0.54193, 3.51010, -8.37951], [-0.94340, 2.95200, -7.54226], [-0.63884, 1.74065, -6.82426], [-2.06977, 3.03564, -8.44599], [-1.03300, 4.30273, -6.37168], [0.43917, 5.80520, -5.82409], [1.00647, 4.13883, -5.68708], [0.44744, 5.66666, -8.27488], [1.99224, 5.00511, -7.76311], [0.33433, 3.62348, -9.44148], [1.31320, 2.75674, -8.23092], [-1.42053, 3.94102, -5.42133], [-1.70149, 5.05637, -6.78755], [4.17200, 7.10280, 1.83245], [2.64576, 6.96626, 1.88094], [2.05109, 8.24695, 1.28224], [3.26690, 8.86660, 0.11536], [3.77007, 10.13180, 0.59403], [2.76999, 8.71517, -1.23059], [4.49974, 7.60930, 0.43147], [4.66972, 6.15658, 2.04100], [4.50203, 7.82916, 2.57876], [2.33725, 6.10469, 1.28566], [2.28790, 6.80494, 2.89615], [1.11886, 8.05565, 0.75692], [1.89799, 9.01197, 2.04119], [5.49393, 8.04316, 0.34796], [4.36831, 6.82413, -0.31281], [5.95817, 1.75226, -6.11713], [6.35233, 1.71755, -7.59931], [5.05862, 1.79040, -8.42009], [3.87290, 2.67934, -7.40509], [2.80423, 1.78276, -7.05269], [3.62386, 3.97560, -7.99050], [4.93893, 2.87926, -5.98453], [6.82023, 1.91736, -5.47276], [5.50179, 0.80157, -5.83320], [6.98252, 2.57968, -7.82800], [6.92189, 0.82228, -7.84513], [5.19973, 2.32716, -9.35507], [4.65127, 0.80045, -8.61736], [4.34741, 2.82321, -5.07327], [5.41713, 3.85543, -6.06397], [1.46821, -8.52910, 9.47980], [-0.05380, -8.66391, 9.63277], [-0.68551, -7.40223, 9.03147], [0.46026, -6.82805, 7.76874], [0.98915, -5.55008, 8.17787], [-0.12798, -7.02502, 6.46539], [1.70484, -8.07161, 8.04643], [1.98171, -9.46678, 9.68720], [1.84391, -7.77694, 10.17814], [-0.39777, -9.54521, 9.08711], [-0.34694, -8.79015, 10.67483], [-1.64970, -7.60707, 8.57173], [-0.78904, -6.61215, 9.77332], [2.69424, -7.63586, 7.88624], [1.52836, -8.88379, 7.34042], [-4.97788, -1.26540, -11.82708], [-4.89804, -2.79184, -11.96211], [-5.04239, -3.38466, -10.55480], [-6.02085, -2.20801, -9.61391], [-5.19718, -1.65794, -8.56727], [-7.31751, -2.77077, -9.33981], [-6.16905, -0.99021, -10.91511], [-5.09570, -0.77877, -12.79436], [-4.06202, -0.88668, -11.36805], [-5.71465, -3.14448, -12.59599], [-3.96457, -3.10757, -12.42629], [-5.55506, -4.34317, -10.56530], [-4.07788, -3.48584, -10.06059], [-6.16278, 0.00823, -10.48363], [-7.11216, -1.17116, -11.43036], [6.22577, -4.34057, 9.52353], [5.83943, -4.10342, 8.05799], [5.99659, -5.43904, 7.32040], [5.73182, -6.72187, 8.54714], [6.95844, -7.45528, 8.72763], [4.48129, -7.39514, 8.27357], [5.51029, -5.62208, 9.93900], [5.94134, -3.50215, 10.15731], [7.30710, -4.47401, 9.60493], [4.80027, -3.77379, 8.00451], [6.45144, -3.32876, 7.59910], [5.26532, -5.55239, 6.52366], [7.00154, -5.56422, 6.92163], [5.92321, -6.07994, 10.83510], [4.43991, -5.45396, 10.06122]], "mulliken_charge": [-1.11, 0.08, -0.41, -0.44, 0.02, -0.39, -0.26, 0.95, -0.58, -0.75, -0.38, 0.93, -0.66, -0.70, 0.47, -0.60, -0.54, 0.30, 0.38, 0.16, 0.09, 0.26, 0.24, 0.38, -0.13, 0.31, 0.40, 0.21, 0.29, 0.27, 0.28, -0.55, -0.14, -0.94, 1.38, -0.70, -0.74, -0.70, 0.31, 0.25, 0.35, -0.07, 0.38, 0.40, 0.49, 0.35, 0.12, -0.75, -0.78, 1.15, -0.59, -0.74, -0.91, -0.26, 0.35, 0.31, 0.37, 0.36, 0.36, 0.47, 0.40, -0.60, -0.62, -0.45, 1.31, -0.64, -0.78, -0.67, 0.42, 0.25, 0.39, 0.31, 0.35, 0.10, 0.35, 0.37, -0.60, -0.25, -0.76, 1.15, -0.66, -0.67, -0.73, 0.33, 0.33, 0.27, 0.09, 0.37, 0.40, 0.41, 0.36, -0.60, -0.58, -0.84, 1.34, -0.67, -0.76, -0.80, 0.36, 0.30, 0.29, 0.32, 0.38, 0.38, 0.43, 0.38, -0.52, -0.77, -0.63, 1.25, -0.68, -0.70, -0.36, 0.41, 0.19, 0.31, 0.35, 0.34, 0.42, 0.23, 0.31, -0.57, -0.60, -0.68, 1.11, -0.62, -0.73, -0.70, 0.35, 0.29, 0.30, 0.32, 0.32, 0.37, 0.39, 0.35, -0.60, -0.61, -0.64, 1.05, -0.68, -0.68, -0.67, 0.34, 0.30, 0.30, 0.33, 0.36, 0.34, 0.40, 0.34]}



No. 2
{"formula": "C5H13NO", "method": "the ωB97M-V functional and the def2-TZVPD basis", "e_above_lowest_kj_mol": 240.8, "smiles": "CCC/C=C/N.O", "total_energy_ha": -328.22712, "homo_ev": -7.794, "gap_ev": 8.65, "charge": 0, "species": ["C", "C", "C", "C", "C", "N", "H", "H", "H", "H", "H", "H", "H", "H", "H", "H", "H", "O", "H", "H"], "positions_angstrom": [[-1.83363, -1.01381, 0.82866], [-1.86491, 0.20513, -0.11205], [-1.10275, 0.10093, -1.42091], [0.31980, -0.27631, -1.09567], [1.31840, 0.62359, -1.10660], [2.60068, 0.42939, -0.70017], [-2.62833, -0.98202, 1.52033], [-2.17348, -1.87167, 0.39118], [-0.97428, -1.15654, 1.32562], [-1.63945, 1.04068, 0.57865], [-2.92188, 0.24220, -0.30755], [-0.93849, 1.04766, -1.98313], [-1.36580, -0.61896, -2.29354], [0.49097, -1.34101, -0.90167], [0.99268, 1.55753, -1.62122], [2.73133, -0.30066, -0.05505], [3.28324, 1.26020, -0.75213], [2.10354, 0.61169, 2.57114], [1.82993, 0.20565, 3.38580], [1.77244, 0.23633, 1.74833]], "mulliken_charge": [-1.56, -0.29, -0.67, -0.32, -0.15, -0.51, 0.45, 0.44, 0.40, 0.25, 0.30, 0.37, 0.25, 0.37, 0.21, 0.23, 0.23, -0.66, 0.31, 0.34]}